1.
Below is one molecule with the formula C5H7OP at a distorted geometry, with properties calculated with ωB97M-V with the def2-TZVPD basis set.

## Properties
- orbital gap (spin up / spin down) (Eh) = 0.2563 / 0.2576
- energy relative to the best compared isomer or geometry (same formula, charge and spin) (kcal/mol) = 151.1
- E_LUMO (spin up / spin down) (eV) = -0.8 / -0.8
- E_HOMO (spin up / spin down) (eV) = -7.76 / -7.80
- 2S+1 = 1

Atoms and positions in Å:
C (-1.45959, -0.86580, 1.29849)
C (-0.90192, 1.41950, 0.78326)
C (0.16677, -0.92138, -0.44580)
C (-0.56422, -1.53892, 0.54583)
C (1.04230, 1.86375, -1.41805)
O (-0.54658, -2.95032, 0.64859)
P (0.41459, 0.75772, -0.02222)
H (-1.96071, -1.20799, 2.12878)
H (-0.84906, 1.79516, 1.80624)
H (0.84863, -1.39225, -1.17233)
H (1.38833, 2.66068, -0.71424)
H (0.29466, 2.41350, -2.04360)
H (1.75979, 1.15039, -1.87477)
H (0.36700, -3.18402, 0.47983)

2.
Below is a 3-piece molecular cluster, C28H56N5O7 overall at a distorted geometry, with properties calculated with ωB97M-V with the def2-TZVPD basis set.

## Properties
- orbital gap (Eh) = 0.2769
- energy relative to the best compared isomer or geometry (same formula, charge and spin) (kcal/mol) = 189.6
- E_LUMO (eV) = -3.8
- E_HOMO (eV) = -11.38
- 2S+1 = 1
- total charge = +1

Atoms and positions in Å:
C (4.10320, -2.89129, 0.01064)
C (4.47504, -1.32974, -0.32266)
C (3.94859, -0.79775, -1.79088)
C (2.44296, -0.13712, -1.53523)
N (2.47022, 1.13608, -0.73370)
C (1.04456, 1.61392, -0.37530)
N (0.56989, 1.15741, 0.82891)
C (-0.78447, 1.61648, 1.31214)
O (-1.93663, 0.96710, 0.66746)
C (-2.96874, 2.05192, 0.62443)
C (-4.47826, 1.50878, 0.28360)
C (-5.10057, 2.40723, -0.95913)
N (0.43524, 2.55499, -1.33841)
O (-0.77006, 2.33615, -1.78375)
C (-0.86601, 1.30064, -2.82737)
C (-1.36633, -0.17229, -2.29114)
N (-2.85399, -0.28530, -2.04132)
C (-3.41751, -1.62920, -2.45563)
C (-3.78213, -2.61782, -1.15762)
C (-5.21565, -2.25515, -0.44730)
O (-2.64116, -2.72021, -0.22794)
C (0.96353, 3.94363, -1.35410)
C (0.68963, 4.70202, -2.77615)
C (-0.82127, 5.41695, -2.70504)
C (2.58674, 3.78668, -0.97498)
N (3.43684, 4.93114, -1.46630)
C (3.17577, 2.28150, -1.40804)
C (3.18490, 2.26259, -3.04296)
H (5.11480, -3.43444, 0.31601)
H (3.68590, -3.44892, -0.93112)
H (3.33578, -2.89501, 0.92331)
H (4.13092, -0.57044, 0.51945)
H (5.66338, -1.26544, -0.36397)
H (3.83673, -1.74325, -2.48045)
H (4.73780, -0.02975, -2.18518)
H (1.88061, -0.94305, -0.85587)
H (1.79182, -0.08746, -2.52719)
H (1.14798, 0.50008, 1.42838)
H (-0.86213, 2.77432, 1.03154)
H (-0.80970, 1.58861, 2.49628)
H (-2.71595, 2.90149, -0.13944)
H (-2.97131, 2.55841, 1.69691)
H (-5.13058, 1.69089, 1.25859)
H (-4.38707, 0.36431, 0.03638)
H (-4.47470, 2.30273, -1.96664)
H (-6.21344, 2.07593, -1.15507)
H (-5.15233, 3.56214, -0.66518)
H (-1.64526, 1.70407, -3.63394)
H (0.13293, 1.11503, -3.42505)
H (-0.78411, -0.40021, -1.30201)
H (-0.97652, -0.96020, -3.09877)
H (-3.36132, 0.41247, -2.65504)
H (-4.44946, -1.51181, -3.03584)
H (-2.72441, -2.26355, -3.15419)
H (-3.91360, -3.70060, -1.64198)
H (-5.87469, -1.47546, -1.06154)
H (-4.97432, -1.70901, 0.58299)
H (-5.85742, -3.21141, -0.14123)
H (-2.86737, -2.32017, 0.68027)
H (0.43498, 4.54390, -0.46804)
H (1.42554, 5.57170, -3.03953)
H (0.60279, 3.87239, -3.61890)
H (-1.40692, 4.87323, -1.82197)
H (-0.75553, 6.57644, -2.46562)
H (-1.43240, 5.24244, -3.69071)
H (2.62514, 3.83234, 0.21757)
H (3.08247, 5.82495, -1.01406)
H (4.42264, 4.84998, -1.10864)
H (4.29760, 2.27913, -1.02920)
H (3.33345, 3.31871, -3.55210)
H (4.06250, 1.58355, -3.48365)
H (2.19289, 1.81979, -3.50821)
O (1.73175, -4.95309, 0.62470)
C (0.79067, -5.42927, 1.23773)
O (0.80197, -6.65831, 1.83231)
C (-0.49436, -6.93504, 2.36026)
C (-1.14809, -5.58935, 2.53537)
C (-0.55046, -4.78292, 1.41024)
H (-1.03317, -7.56954, 1.64874)
H (-0.39932, -7.46917, 3.31015)
H (-2.24008, -5.63458, 2.50932)
H (-0.85024, -5.15454, 3.49726)
H (-1.12134, -4.89145, 0.48388)
H (-0.44857, -3.72966, 1.68166)
O (-0.35989, -2.23417, 4.55893)
C (0.53112, -1.42129, 4.74193)
O (0.44676, -0.09919, 4.41159)
C (1.70360, 0.52751, 4.66335)
C (2.39308, -0.35451, 5.67110)
C (1.88283, -1.72724, 5.31241)
H (2.25666, 0.59245, 3.72044)
H (1.54100, 1.53809, 5.04925)
H (3.48275, -0.27128, 5.64187)
H (2.06065, -0.09201, 6.68283)
H (2.49709, -2.20118, 4.54178)
H (1.80311, -2.36842, 6.19329)

3.
Below is C25H25NO12S as an isolated structure at a distorted geometry, with properties calculated with ωB97M-V with the def2-TZVPD basis set.

## Properties
- orbital gap (Eh) = 0.2475
- E_LUMO (eV) = -1.8
- E_HOMO (eV) = -8.53
- 2S+1 = 1

Atoms and positions in Å:
C (-0.05147, -3.23030, 2.84702)
C (-0.69381, -2.52211, 1.70120)
C (-1.94171, -3.15335, 1.15122)
N (-0.21093, -1.42818, 1.25430)
C (0.44326, -1.34435, -0.00301)
O (1.77983, -1.92944, 0.11897)
S (2.79415, -0.76787, 0.61968)
O (3.76049, -0.51093, -0.38590)
O (3.22824, -1.10092, 1.92486)
O (1.73621, 0.43147, 0.63641)
C (0.79082, 0.05766, -0.40722)
C (-0.28856, 1.05073, -0.79083)
C (-0.36283, 1.22711, -2.28987)
C (-0.26390, 2.48561, -2.87579)
C (-0.32161, 2.59919, -4.25907)
C (-0.49027, 1.48909, -5.07894)
C (-0.59621, 0.22502, -4.51032)
C (-0.76012, -1.02462, -5.32810)
C (-0.54371, 0.12160, -3.12141)
H (-0.72436, -3.21735, 3.70411)
H (0.16880, -4.26128, 2.58552)
H (0.85062, -2.69321, 3.11289)
H (-2.63486, -2.38150, 0.84262)
H (-2.41737, -3.79482, 1.88232)
H (-1.65222, -3.75526, 0.28779)
H (-0.12653, -1.93834, -0.71543)
H (1.42918, -0.08005, -1.28221)
H (-1.24698, 0.63385, -0.48487)
H (-0.13711, 2.01081, -0.31296)
H (-0.11178, 3.34270, -2.23959)
H (-0.22454, 3.58242, -4.69368)
H (-0.51717, 1.60969, -6.15057)
H (-0.78187, -0.81851, -6.39015)
H (-1.66753, -1.53016, -5.00842)
H (0.05407, -1.70986, -5.10924)
H (-0.62632, -0.86231, -2.67791)
C (3.26376, 4.29934, -4.09557)
C (4.52254, 4.39096, -4.54669)
C (5.34866, 5.63587, -4.35630)
O (6.48760, 5.62726, -4.78240)
C (4.74272, 6.77155, -3.68320)
C (3.48404, 6.68008, -3.23532)
C (2.66835, 5.42692, -3.40516)
O (1.53743, 5.42332, -2.95288)
O (2.85999, 7.67165, -2.61275)
O (5.13679, 3.40773, -5.18729)
H (2.66209, 3.40957, -4.22346)
H (5.33829, 7.66550, -3.56508)
H (1.96918, 7.33587, -2.39664)
H (6.03250, 3.73679, -5.39441)
C (-4.02159, -4.85729, 5.78810)
C (-4.53435, -5.10305, 7.00213)
C (-4.38812, -4.12794, 8.14107)
O (-4.90046, -4.42437, 9.20287)
C (-3.64713, -2.90160, 7.90867)
C (-3.13237, -2.65791, 6.69609)
C (-3.30091, -3.62302, 5.55289)
O (-2.81441, -3.31585, 4.47731)
O (-2.44424, -1.56070, 6.41132)
O (-5.20347, -6.20616, 7.29632)
H (-4.12271, -5.54940, 4.96427)
H (-3.53428, -2.21530, 8.73567)
H (-2.19009, -1.62741, 5.47193)
H (-5.46171, -6.12463, 8.23507)

4.
Below is a 11-piece molecular cluster, C51H120N7O16 overall at a distorted geometry, with properties calculated with ωB97M-V with the def2-TZVPD basis set.

## Properties
- orbital gap (Eh) = 0.2252
- E_LUMO (eV) = -5.4
- E_HOMO (eV) = -11.52
- 2S+1 = 1
- total charge = +3

Atoms and positions in Å:
C (24.13378, -7.05099, 6.42009)
C (22.59983, -6.89818, 6.26121)
C (22.28338, -5.93549, 5.14471)
N (20.80487, -5.74684, 4.87477)
C (20.22324, -7.05768, 4.37378)
C (20.56195, -7.36227, 2.93954)
C (20.32602, -6.22973, 1.98071)
C (20.96022, -4.93316, 2.45674)
C (20.62951, -4.59208, 3.89702)
C (20.06909, -5.40291, 6.11035)
H (24.40264, -8.04134, 6.77580)
H (24.47697, -6.28202, 7.11508)
H (24.72167, -6.87788, 5.51540)
H (22.27171, -6.55234, 7.23737)
H (22.23347, -7.89617, 6.02776)
H (22.69068, -6.25956, 4.18814)
H (22.74008, -4.96000, 5.32899)
H (20.35547, -7.83904, 5.11315)
H (19.14704, -6.82103, 4.38943)
H (21.62029, -7.66847, 2.90339)
H (20.06087, -8.27528, 2.61175)
H (20.62154, -6.44817, 0.95825)
H (19.24302, -6.03462, 1.95673)
H (22.03580, -4.89046, 2.24208)
H (20.60976, -4.12639, 1.80729)
H (21.15971, -3.75075, 4.32575)
H (19.53863, -4.50184, 3.87413)
H (19.02210, -5.16712, 5.92119)
H (20.60130, -4.54591, 6.52896)
H (20.10470, -6.23612, 6.80989)
C (15.73522, -16.85374, 0.54457)
C (16.10986, -15.68865, 1.44735)
C (14.97119, -14.74111, 1.73278)
N (15.28322, -13.54949, 2.62243)
C (13.95297, -12.83894, 2.70053)
C (14.03615, -11.62322, 3.60174)
C (14.31270, -12.12548, 5.01084)
C (15.63120, -12.90013, 5.05104)
C (15.68297, -14.00923, 3.99231)
C (16.32946, -12.70349, 1.97080)
H (16.60692, -17.44510, 0.25284)
H (15.35508, -16.53225, -0.42532)
H (15.11067, -17.57303, 1.07519)
H (16.88439, -15.12474, 0.90593)
H (16.66901, -16.06746, 2.30451)
H (14.26275, -15.32749, 2.32699)
H (14.43076, -14.38465, 0.86120)
H (13.22849, -13.52222, 3.14102)
H (13.61858, -12.58144, 1.69766)
H (13.13296, -11.01249, 3.60690)
H (14.81343, -10.92267, 3.28028)
H (13.43302, -12.64052, 5.40093)
H (14.45585, -11.28152, 5.68908)
H (15.74491, -13.29950, 6.05560)
H (16.43112, -12.19036, 4.82088)
H (14.94738, -14.74850, 4.31201)
H (16.67773, -14.44250, 3.92818)
H (16.51212, -11.83638, 2.59615)
H (15.92926, -12.32085, 1.03589)
H (17.19365, -13.35144, 1.89753)
C (12.75694, -9.94770, 11.81285)
C (13.61856, -10.44720, 12.96617)
C (13.25229, -9.66281, 14.21067)
N (14.02422, -10.04277, 15.47086)
C (13.48037, -9.09013, 16.52256)
C (13.96081, -9.37946, 17.92779)
C (13.71788, -10.84509, 18.31132)
C (14.38407, -11.74336, 17.28117)
C (13.81945, -11.47135, 15.89265)
C (15.49978, -9.81825, 15.27184)
H (12.63292, -8.86242, 11.74087)
H (11.75780, -10.35162, 11.65467)
H (13.32313, -10.23536, 10.92381)
H (14.67889, -10.37814, 12.73285)
H (13.37730, -11.48945, 13.19158)
H (12.19143, -9.69089, 14.45302)
H (13.51054, -8.61316, 14.06034)
H (12.39694, -9.21963, 16.52486)
H (13.73673, -8.08667, 16.19038)
H (13.47561, -8.77098, 18.69072)
H (15.03153, -9.16511, 18.01554)
H (12.63245, -10.96674, 18.27440)
H (14.15370, -11.04672, 19.28662)
H (14.18528, -12.78125, 17.54771)
H (15.46485, -11.59945, 17.26541)
H (12.76268, -11.67635, 15.72444)
H (14.39723, -12.14047, 15.25475)
H (16.05891, -9.45909, 16.12563)
H (15.62202, -9.02271, 14.53610)
H (15.85958, -10.69650, 14.74845)
C (8.95480, -3.73035, 4.54537)
N (10.31748, -4.34021, 4.68536)
C (10.59822, -5.06779, 3.41498)
C (11.27227, -3.19270, 4.84191)
C (10.30258, -5.28060, 5.87892)
C (11.65742, -5.54819, 6.49464)
O (12.59122, -5.81717, 5.46669)
H (8.22106, -4.53372, 4.52562)
H (8.87929, -3.14905, 3.63273)
H (8.79980, -3.10498, 5.42140)
H (11.62706, -5.40713, 3.44476)
H (10.44126, -4.37130, 2.59179)
H (9.90696, -5.89001, 3.24807)
H (11.08603, -2.81702, 5.85042)
H (11.02152, -2.43500, 4.11111)
H (12.29259, -3.56005, 4.86033)
H (9.92433, -6.21879, 5.46601)
H (9.49503, -4.92683, 6.51730)
H (11.61120, -6.42013, 7.15086)
H (11.99468, -4.67564, 7.06614)
H (13.36701, -5.23621, 5.58244)
C (11.87526, -3.57457, 12.78406)
N (13.30940, -3.64746, 12.43320)
C (13.44286, -4.83513, 11.47905)
C (13.66143, -2.40670, 11.65702)
C (14.13590, -3.88684, 13.67126)
C (15.64206, -3.89442, 13.46657)
O (16.18659, -2.66742, 13.03523)
H (11.76029, -2.71237, 13.45335)
H (11.49777, -4.38374, 13.40445)
H (11.27391, -3.35099, 11.91133)
H (13.21097, -5.71166, 12.07324)
H (14.44641, -4.86129, 11.06500)
H (12.76368, -4.66049, 10.64984)
H (14.52566, -2.64440, 11.04950)
H (13.86501, -1.60469, 12.35760)
H (12.82306, -2.14519, 11.01846)
H (13.77726, -4.80548, 14.12686)
H (13.87298, -3.02107, 14.28744)
H (15.92237, -4.62293, 12.70692)
H (16.04241, -4.21241, 14.43462)
H (15.97776, -1.96499, 13.66231)
C (17.04687, -8.68596, 6.06994)
N (16.00504, -8.39545, 7.09490)
C (14.70260, -8.16105, 6.39563)
C (15.85824, -9.64916, 7.90546)
C (16.37770, -7.23467, 7.95751)
C (15.26018, -6.38271, 8.56597)
O (14.44807, -7.18408, 9.40902)
H (17.13348, -7.77823, 5.46174)
H (16.62654, -9.46144, 5.44002)
H (17.99993, -8.89870, 6.53916)
H (14.78535, -7.20360, 5.88072)
H (13.87313, -8.26356, 7.09328)
H (14.53229, -8.90678, 5.62035)
H (15.06507, -9.57219, 8.63997)
H (16.80153, -9.90979, 8.38869)
H (15.67825, -10.43381, 7.17671)
H (17.01662, -6.64540, 7.29590)
H (17.00730, -7.57054, 8.78355)
H (14.65643, -5.95625, 7.76459)
H (15.73500, -5.60292, 9.17412)
H (14.99971, -7.37328, 10.19625)
C (18.55930, -4.94530, 10.29205)
N (19.84355, -4.96201, 11.05747)
C (20.33894, -3.58241, 11.31940)
C (19.58149, -5.63112, 12.36971)
C (20.93462, -5.70294, 10.28077)
C (20.68157, -7.16499, 10.00338)
O (19.58699, -7.33414, 9.13539)
H (18.14441, -5.94855, 10.32994)
H (18.74267, -4.59968, 9.27898)
H (17.87443, -4.30291, 10.84900)
H (20.47172, -3.13827, 10.33417)
H (21.26421, -3.57839, 11.88600)
H (19.56046, -3.07031, 11.88066)
H (19.05108, -4.95974, 13.03985)
H (20.55419, -5.79403, 12.83839)
H (19.07102, -6.57467, 12.20329)
H (21.85732, -5.52828, 10.82674)
H (20.89890, -5.15277, 9.33658)
H (20.59550, -7.72292, 10.94229)
H (21.60860, -7.50124, 9.51845)
H (19.65901, -8.27302, 8.86538)
O (16.78921, -4.31648, 6.65372)
C (16.11894, -4.73406, 5.53036)
O (14.92901, -4.35704, 5.35826)
O (16.72297, -5.50463, 4.76842)
H (16.29519, -3.61863, 7.09700)
O (15.23972, -7.10539, 13.13271)
C (16.42190, -7.48632, 12.53475)
O (17.38310, -7.70876, 13.30671)
O (16.54977, -7.45894, 11.28681)
H (15.55450, -7.12634, 14.05015)
O (12.49224, -12.06633, 9.15213)
C (11.85222, -10.95696, 8.57398)
O (10.67832, -10.72870, 8.86538)
O (12.54038, -10.35754, 7.68430)
H (13.30657, -11.98374, 8.63720)
O (18.49950, -11.19490, 6.87656)
C (19.69169, -10.72475, 7.43110)
O (20.70566, -10.94010, 6.74593)
O (19.61298, -10.09027, 8.50353)
H (18.86137, -11.53905, 6.04756)

Q: What is the 2S+1 in the second record?
A: 1